Entry 1:
{"formula": "C27H33IrN5O4Se", "method": "ωB97M-V with the def2-TZVPD basis set", "symbols": ["Ir", "O", "C", "O", "C", "C", "C", "C", "C", "N", "C", "O", "O", "H", "H", "H", "C", "C", "C", "C", "N", "C", "Se", "N", "C", "C", "C", "C", "C", "C", "C", "C", "C", "C", "H", "H", "H", "H", "H", "H", "H", "H", "H", "H", "H", "H", "H", "H", "H", "H", "H", "H", "H", "H", "H", "H", "C", "C", "C", "C", "N", "N", "C", "H", "H", "H", "H", "H", "H", "H", "H"], "positions_angstrom": [[0.71, 2.14, 1.22], [-1.99, 1.44, 4.14], [-1.07, 1.79, 3.43], [-1.14, 1.90, 2.12], [0.29, 2.13, 4.03], [0.63, 2.33, 5.35], [1.94, 2.72, 5.64], [2.87, 2.93, 4.62], [2.47, 2.70, 3.32], [1.22, 2.30, 3.09], [3.30, 2.90, 2.04], [4.40, 3.38, 2.09], [2.68, 2.53, 0.92], [-0.11, 2.18, 6.12], [2.24, 2.88, 6.66], [3.88, 3.26, 4.81], [-1.55, -5.01, 2.41], [-2.21, -3.79, 1.78], [-1.75, -2.50, 2.43], [-2.25, -1.23, 1.74], [-1.75, -1.12, 0.36], [-0.52, -0.73, -0.02], [0.91, -0.22, 1.13], [-0.42, -0.82, -1.35], [0.77, -0.53, -2.15], [1.69, -1.73, -2.30], [3.05, -1.31, -2.85], [3.92, -0.61, -1.81], [-1.62, -1.28, -1.86], [-2.02, -1.56, -3.17], [-3.31, -2.02, -3.33], [-4.17, -2.21, -2.23], [-3.77, -1.94, -0.94], [-2.47, -1.47, -0.78], [-1.90, -5.94, 1.94], [-1.77, -5.08, 3.47], [-0.47, -4.97, 2.30], [-3.30, -3.88, 1.87], [-1.99, -3.77, 0.71], [-0.66, -2.47, 2.49], [-2.11, -2.45, 3.46], [-1.96, -0.33, 2.27], [-3.33, -1.24, 1.67], [1.29, 0.29, -1.66], [0.42, -0.17, -3.12], [1.22, -2.47, -2.96], [1.81, -2.21, -1.33], [2.91, -0.66, -3.72], [3.57, -2.20, -3.22], [3.50, 0.34, -1.49], [4.92, -0.40, -2.21], [4.05, -1.23, -0.93], [-1.36, -1.43, -4.01], [-3.67, -2.26, -4.32], [-5.17, -2.57, -2.40], [-4.43, -2.10, -0.10], [2.13, 3.01, -3.92], [1.13, 2.69, -2.87], [-0.24, 2.51, -2.94], [-0.67, 2.26, -1.63], [0.38, 2.29, -0.81], [1.47, 2.54, -1.58], [-2.05, 2.02, -1.12], [1.66, 3.04, -4.90], [2.93, 2.26, -3.94], [2.59, 3.98, -3.74], [-0.85, 2.57, -3.82], [2.35, 2.68, -1.11], [-2.43, 1.05, -1.45], [-2.73, 2.78, -1.52], [-2.08, 2.06, -0.03]], "lumo_ev": -4.25, "largest_force_ev_per_a": 0.608, "homo_ev": -11.41, "total_energy_ev": -112358.2386, "relative_energy_kcal_mol": 1.3, "total_charge": 1, "gap_ha": 0.263}

***

Entry 2:
{"formula": "C27H33N2Os", "method": "ωB97M-V with the def2-TZVPD basis set", "symbols": ["C", "C", "C", "C", "C", "Os", "C", "C", "H", "C", "H", "H", "C", "H", "H", "H", "C", "H", "H", "H", "C", "H", "H", "H", "C", "H", "H", "H", "C", "H", "H", "H", "C", "H", "H", "H", "C", "H", "H", "H", "C", "C", "C", "C", "H", "C", "H", "C", "H", "H", "H", "N", "C", "C", "C", "C", "N", "C", "C", "H", "H", "H", "H"], "positions_angstrom": [[-2.13, -0.71, -0.92], [-0.91, -0.74, -1.68], [-0.49, 0.62, -1.92], [-1.45, 1.50, -1.30], [-2.45, 0.67, -0.64], [-0.59, 0.32, 0.21], [1.68, 2.98, 2.08], [0.68, 1.99, 2.19], [0.97, 0.93, 2.42], [-0.62, 1.99, 1.54], [-0.84, 2.90, 0.98], [-1.44, 1.78, 2.22], [3.06, 2.26, 2.38], [2.88, 1.15, 2.38], [3.69, 2.28, 1.45], [3.71, 2.54, 3.25], [1.75, 3.41, 0.56], [1.27, 2.57, -0.03], [1.39, 4.39, 0.16], [2.78, 3.24, 0.18], [-0.32, -1.98, -2.26], [-0.32, -2.78, -1.52], [-0.85, -2.30, -3.16], [0.73, -1.80, -2.51], [0.59, 1.03, -2.87], [1.42, 0.32, -2.81], [0.22, 1.03, -3.91], [0.96, 2.03, -2.63], [-1.55, 2.98, -1.46], [-0.59, 3.40, -1.79], [-2.32, 3.23, -2.21], [-1.83, 3.45, -0.52], [-3.68, 1.16, 0.05], [-3.47, 2.10, 0.57], [-4.49, 1.32, -0.67], [-4.01, 0.42, 0.79], [-3.02, -1.88, -0.66], [-3.54, -1.77, 0.30], [-3.79, -1.96, -1.45], [-2.45, -2.81, -0.66], [2.52, -2.06, -1.33], [2.95, -0.74, -0.95], [3.31, -2.71, -2.23], [4.00, 0.00, -1.59], [2.67, 0.09, -0.27], [4.37, -1.92, -2.88], [3.33, -3.77, -2.64], [4.72, -0.55, -2.62], [4.15, 0.99, -1.16], [4.98, -2.34, -3.67], [5.53, 0.10, -3.06], [-3.49, -4.65, 5.10], [-2.93, -3.90, 4.40], [-2.27, -2.94, 3.54], [-2.64, -1.60, 3.60], [-2.06, -0.70, 2.72], [-1.11, -1.06, 1.84], [-0.71, -2.35, 1.79], [-1.29, -3.31, 2.62], [-3.39, -1.22, 4.31], [-2.40, 0.34, 2.73], [0.06, -2.61, 1.06], [-0.97, -4.35, 2.54]], "spin_multiplicity": 5, "lumo_ev": [-3.96, -5.08], "s2": 6.097, "largest_force_ev_per_a": 5.612, "homo_ev": [-9.89, -10.91], "total_energy_ev": -33965.9209, "relative_energy_kcal_mol": 71.0, "total_charge": 1, "gap_ha": [0.218, 0.214]}